# 1
{"formula": "C8H10", "method": "the ωB97M-V functional and the def2-TZVPD basis", "e_lumo_ev": 0.3926, "de_lowest_ev": 5.429, "smiles": "C=C(C)C1=CC=CC1", "species": ["C", "C", "C", "C", "C", "C", "C", "C", "H", "H", "H", "H", "H", "H", "H", "H", "H", "H"], "xyz": [[-0.774, -0.631, 1.249], [-2.206, -1.044, -0.706], [-0.905, -0.410, -1.166], [1.767, 1.307, -0.877], [-2.192, -0.986, 0.737], [1.746, 0.153, 1.463], [-0.091, -0.253, 0.069], [1.279, 0.339, 0.148], [-0.548, -1.289, -1.741], [2.045, 0.935, -1.857], [2.857, 1.824, -0.636], [2.792, 0.707, 1.980], [0.988, -0.503, 2.018], [-3.108, -0.794, -1.431], [-0.494, -0.781, 2.193], [0.995, 2.198, -0.791], [-0.940, 0.327, -1.868], [-3.213, -1.101, 1.217]]}

---

# 2
{"formula": "C8H10", "method": "the ωB97M-V functional and the def2-TZVPD basis", "e_lumo_ev": 0.9168, "de_lowest_ev": 7.826, "species": ["C", "C", "C", "C", "C", "C", "C", "C", "H", "H", "H", "H", "H", "H", "H", "H", "H", "H"], "xyz": [[-1.282, 1.389, -0.065], [1.400, 0.006, 0.996], [0.324, -0.179, -0.748], [-2.296, 0.293, 0.146], [2.266, -0.117, -0.122], [-1.869, -0.968, 0.093], [0.070, 1.151, -0.418], [-0.651, -1.216, -0.533], [0.967, 1.903, -0.673], [-0.321, -2.309, -0.239], [1.076, -0.970, 1.504], [1.262, -0.635, -1.053], [-2.511, -1.841, 0.417], [-1.609, 2.403, -0.193], [2.920, 0.697, -0.627], [0.974, 1.027, 1.384], [2.675, -1.065, -0.341], [-3.396, 0.432, 0.473]]}

---

# 3
{"formula": "C8H10", "method": "the ωB97M-V functional and the def2-TZVPD basis", "e_lumo_ev": 1.0108, "de_lowest_ev": 1.056, "smiles": "CCc1ccccc1", "species": ["C", "C", "C", "C", "C", "C", "C", "C", "H", "H", "H", "H", "H", "H", "H", "H", "H", "H"], "xyz": [[2.069, -0.398, -0.184], [0.197, -0.994, -1.638], [-0.288, 0.027, 0.510], [1.570, -0.967, -1.404], [1.113, 0.076, 0.697], [-0.715, -0.667, -0.643], [-1.919, 1.743, 0.762], [-1.272, 0.512, 1.513], [1.356, 0.367, 1.719], [-2.052, -0.160, 1.896], [3.089, -0.040, -0.271], [-1.114, 2.399, 0.472], [-0.808, 0.954, 2.408], [-2.689, 2.196, 1.418], [-2.619, 1.307, 0.051], [2.237, -1.105, -2.236], [-1.786, -0.810, -0.744], [-0.150, -1.258, -2.638]]}

---

# 4
{"formula": "C8H10", "method": "the ωB97M-V functional and the def2-TZVPD basis", "e_lumo_ev": 0.2011, "de_lowest_ev": 4.794, "smiles": "C#C/C(C)=C\\C=C\\C", "species": ["C", "C", "C", "C", "C", "C", "C", "C", "H", "H", "H", "H", "H", "H", "H", "H", "H", "H"], "xyz": [[1.546, -0.366, -0.026], [1.870, 0.944, 0.183], [1.761, 2.106, 0.244], [0.440, -0.810, -0.560], [-1.666, 0.538, 0.183], [-0.893, -0.408, -0.535], [2.652, -1.362, 0.325], [-3.171, 0.598, -0.036], [-3.415, 1.551, -0.618], [1.920, 3.101, 0.585], [-1.335, 1.378, 0.798], [-3.540, -0.271, -0.720], [2.010, -2.079, 0.901], [-3.666, 0.699, 0.883], [0.442, -1.801, -0.898], [3.188, -1.856, -0.537], [-1.405, -1.123, -1.182], [3.261, -0.839, 1.011]]}

---

# 5
{"formula": "C8H10AlClNO2", "method": "the ωB97M-V functional and the def2-TZVPD basis", "total_charge": -1, "e_lumo_ev": 2.0954, "species": ["Cl", "Al", "O", "O", "N", "C", "C", "C", "C", "C", "C", "C", "C", "H", "H", "H", "H", "H", "H", "H", "H", "H", "H"], "xyz": [[-2.525, -4.599, -0.422], [-0.649, -3.365, -0.158], [-1.171, -0.454, 0.758], [0.936, -0.332, 0.319], [-0.171, 0.161, 0.448], [-0.546, 4.330, -0.184], [1.021, -4.594, 0.057], [2.245, -3.938, -0.227], [0.686, 3.710, -0.364], [-0.304, 1.601, 0.215], [-1.658, 3.582, 0.187], [-1.541, 2.211, 0.386], [0.811, 2.340, -0.164], [0.932, -5.660, 0.399], [2.732, -3.363, 0.615], [-2.617, 4.068, 0.324], [1.776, 1.868, -0.303], [-0.657, -2.481, 1.176], [-2.413, 1.638, 0.675], [-0.422, -2.436, -1.460], [-0.640, 5.400, -0.333], [1.549, 4.296, -0.656], [2.629, -3.984, -1.288]]}

---

# 6
{"formula": "C8H10AlO5S", "method": "the ωB97M-V functional and the def2-TZVPD basis", "total_charge": 3, "e_lumo_ev": [-14.2974, -14.8266], "de_lowest_ev": 4.219, "species": ["S", "Al", "O", "O", "O", "O", "O", "C", "C", "C", "C", "C", "C", "C", "C", "H", "H", "H", "H", "H", "H", "H", "H", "H", "H"], "xyz": [[0.696, 0.480, 1.079], [-2.107, -1.750, -1.251], [0.326, -3.678, -0.784], [-3.046, -1.185, 1.676], [0.577, -0.984, -2.598], [-4.295, -2.297, -3.573], [-0.668, -0.132, 1.072], [-0.264, -1.548, -1.940], [-3.505, -2.066, -2.759], [1.964, -0.723, 0.685], [-0.225, 2.883, -1.162], [-2.537, -1.177, 0.627], [-0.374, -2.760, -1.119], [0.765, 2.408, -0.354], [1.151, 1.055, 2.706], [2.236, 1.251, 2.723], [1.596, 1.858, -0.825], [0.850, 2.803, 0.672], [1.637, -1.716, 1.039], [2.885, -0.381, 1.194], [2.108, -0.711, -0.411], [0.599, 1.992, 2.884], [-0.165, 2.671, -2.236], [0.875, 0.280, 3.432], [-1.079, 3.427, -0.779]]}

---

# 7
{"formula": "C8H10Br2Cl3F5GeN2SeTa", "method": "the ωB97M-V functional and the def2-TZVPD basis", "s_squared": 0.77, "total_charge": 4, "e_lumo_ev": [-13.7653, -15.0425], "multiplicity": 2, "de_lowest_ev": 0.000, "species": ["Ta", "Br", "Br", "Se", "Ge", "Cl", "Cl", "Cl", "F", "F", "F", "F", "F", "N", "N", "C", "C", "C", "C", "C", "C", "C", "C", "H", "H", "H", "H", "H", "H", "H", "H", "H", "H"], "xyz": [[0.438, 0.162, -0.048], [-1.398, -0.910, 1.768], [-2.461, 1.221, -0.227], [1.371, -2.262, 1.424], [1.311, 7.054, 1.802], [0.816, 8.359, 3.294], [2.591, 0.246, -0.609], [0.545, 2.204, 0.856], [-0.965, 1.033, -2.671], [0.748, -1.928, -1.958], [-0.775, -1.728, -3.502], [-1.244, -1.378, -1.370], [1.098, 0.524, -3.083], [3.613, -3.679, 0.128], [3.367, -4.003, 2.297], [2.879, -3.927, 3.692], [0.054, 0.251, -2.314], [2.868, -3.293, 1.219], [4.535, -4.563, 0.512], [3.412, -3.261, -1.270], [4.379, -4.766, 1.895], [-3.035, -0.147, 0.983], [-0.329, -1.236, -2.410], [4.182, -3.734, -1.873], [3.511, -2.183, -1.345], [2.435, -3.598, -1.602], [-3.533, -0.951, 0.451], [5.239, -5.019, -0.170], [-3.608, 0.271, 1.804], [4.939, -5.410, 2.559], [3.016, -2.915, 4.065], [1.833, -4.221, 3.723], [3.468, -4.621, 4.285]]}

---

# 8
{"formula": "C8H10Br2N2O", "method": "the ωB97M-V functional and the def2-TZVPD basis", "e_lumo_ev": -0.1389, "de_lowest_ev": 0.051, "smiles": "CC(C)(CO)c1cc(Br)nnc1Br", "species": ["Br", "Br", "O", "N", "N", "C", "C", "C", "C", "C", "C", "C", "C", "H", "H", "H", "H", "H", "H", "H", "H", "H", "H"], "xyz": [[0.472, -0.083, -4.038], [2.304, -1.126, 2.131], [-0.321, 2.717, 2.945], [1.906, -1.209, -1.924], [2.213, -1.357, -0.621], [0.154, 0.282, -1.240], [1.582, -0.723, 0.405], [0.507, 0.182, 0.110], [0.484, 1.925, 2.027], [-1.556, 1.659, 0.595], [-1.041, -0.172, 2.130], [0.913, -0.379, -2.209], [-0.356, 0.869, 1.202], [1.002, 2.624, 1.348], [-2.192, 1.077, -0.077], [-1.151, 2.489, 0.019], [-1.589, -0.916, 1.527], [-0.284, -0.661, 2.777], [-0.625, 0.938, -1.635], [-2.247, 2.037, 1.360], [-1.060, 3.115, 2.458], [1.235, 1.446, 2.641], [-1.755, 0.248, 2.833]]}

---

# 9
{"formula": "C8H10Br2O2S", "method": "the ωB97M-V functional and the def2-TZVPD basis", "e_lumo_ev": [-0.9579, 0.0508], "de_lowest_ev": 1.093, "species": ["Br", "Br", "S", "O", "O", "C", "C", "C", "C", "C", "C", "C", "C", "H", "H", "H", "H", "H", "H", "H", "H", "H", "H"], "xyz": [[-2.864, -0.352, -1.842], [0.688, -1.285, -3.041], [1.816, 0.009, -0.633], [2.971, 0.075, 0.228], [1.298, 1.255, -1.131], [0.238, 0.958, 1.577], [-1.575, -0.556, 1.306], [-0.031, -0.512, 1.379], [-1.775, 0.735, -0.829], [0.567, -0.970, 0.106], [2.309, -0.957, -2.117], [-0.791, 1.685, 1.177], [-1.894, 0.805, 0.636], [-0.852, 2.757, 1.160], [-1.019, 1.283, -1.367], [0.529, -2.007, -0.169], [-2.904, 1.114, 0.926], [2.960, -0.344, -2.733], [-2.002, -0.594, 2.309], [1.180, 1.315, 1.950], [0.310, -1.123, 2.224], [2.784, -1.894, -1.842], [-1.946, -1.397, 0.725]]}

---

# 10
{"formula": "C8H10Cl2N", "method": "the ωB97M-V functional and the def2-TZVPD basis", "total_charge": 1, "e_lumo_ev": -4.6975, "de_lowest_ev": 0.000, "smiles": "C[C@@H](Cl)[C@@H](Cl)c1cccc[nH+]1", "species": ["Cl", "Cl", "N", "C", "C", "C", "C", "C", "C", "C", "C", "H", "H", "H", "H", "H", "H", "H", "H", "H", "H"], "xyz": [[1.068, 2.114, -1.241], [1.461, -1.654, 1.003], [-1.426, 0.849, 0.848], [1.872, -0.310, -0.150], [-2.282, -1.119, -0.923], [-2.706, 0.426, 0.877], [-0.559, 0.326, -0.033], [3.360, 0.077, 0.118], [-3.167, -0.540, 0.022], [0.887, 0.869, 0.048], [-0.958, -0.656, -0.929], [-3.408, 0.864, 1.592], [-1.136, 1.553, 1.520], [3.961, -0.340, -0.705], [-0.223, -1.075, -1.617], [3.715, -0.411, 1.040], [3.502, 1.160, 0.248], [-2.596, -1.912, -1.603], [-4.198, -0.898, 0.043], [1.762, -0.660, -1.186], [1.072, 1.337, 1.029]]}

---

# 11
{"formula": "C8H10ClN2O2S", "method": "the ωB97M-V functional and the def2-TZVPD basis", "s_squared": 2.01, "total_charge": -1, "e_lumo_ev": [3.1291, 1.8726], "multiplicity": 3, "species": ["Cl", "S", "O", "O", "N", "N", "C", "C", "C", "C", "C", "C", "C", "C", "H", "H", "H", "H", "H", "H", "H", "H", "H", "H"], "xyz": [[2.614, -3.683, 2.252], [0.606, -2.710, -0.041], [-1.830, -1.202, -2.525], [-0.948, -3.155, -1.996], [2.313, -2.055, 2.374], [0.937, -0.353, 0.893], [-0.375, -1.323, -0.657], [1.341, -1.677, 1.060], [-2.110, 0.985, -0.284], [-1.135, -1.938, -1.885], [0.053, 1.908, -1.271], [-0.658, 1.089, -0.143], [1.590, 0.710, 1.670], [-0.043, -0.201, 0.029], [-2.396, 0.528, -1.272], [-0.418, 1.639, 0.727], [0.032, 1.348, -2.232], [2.326, 1.319, 1.056], [0.744, 1.339, 2.168], [2.278, 0.184, 2.371], [1.035, 2.001, -0.856], [-0.509, 2.873, -1.489], [-2.764, 0.458, 0.503], [-2.683, 1.917, -0.450]]}